No. 1
6
Properties=species:S:1:pos:R:3 method="wB97M-V/def2-TZVPD" homo_lumo_gap_ev=9.10 de_lowest_kcal_mol=3.8 total_charge=0 lumo_ev=-0.67 total_energy_ev=-93659.2157 e_homo_ev=-9.77
N 0.749 -0.146 0.042
N 0.995 -0.410 -1.137
Cl 1.935 -0.812 1.100
Br -2.273 0.795 0.863
I -0.075 0.542 -2.463
H -1.331 0.031 1.596

=====

No. 2
42
Properties=species:S:1:pos:R:3 method="wB97M-V/def2-TZVPD" homo_lumo_gap_ev=8.50 de_lowest_kcal_mol=0.0 total_charge=0 lumo_ev=0.31 smiles="O=C(O)COc1ccccc1/C=N/NC(=O)CSc1nc2ccccc2s1" total_energy_ev=-53240.3553 e_homo_ev=-8.19
O 0.598 0.123 1.622
C 0.286 -0.326 2.687
O 0.420 0.346 3.835
H 0.786 1.231 3.671
C -0.304 -1.708 2.938
O -0.460 -2.438 1.753
C 0.656 -3.091 1.257
C 1.344 -4.027 2.016
C 2.412 -4.718 1.470
C 2.804 -4.479 0.161
C 2.128 -3.548 -0.599
C 1.049 -2.840 -0.067
C 0.369 -1.816 -0.824
N 0.771 -1.441 -1.972
N 0.107 -0.414 -2.535
C 0.549 0.238 -3.642
O 1.467 -0.099 -4.346
C -0.278 1.500 -3.907
H -1.342 1.347 -3.736
H -0.091 1.846 -4.922
S 0.266 2.881 -2.838
C -0.515 2.518 -1.339
N -1.318 1.534 -1.135
C -1.754 1.491 0.159
C -2.602 0.531 0.698
C -2.935 0.616 2.034
C -2.440 1.641 2.836
C -1.598 2.607 2.317
C -1.255 2.525 0.979
S -0.203 3.559 0.050
H -1.213 3.405 2.934
H -2.714 1.683 3.879
H -3.591 -0.124 2.465
H -2.982 -0.262 0.073
H -0.650 0.028 -1.990
H -0.478 -1.332 -0.330
H 2.416 -3.334 -1.616
H 3.637 -5.021 -0.259
H 2.935 -5.448 2.070
H 1.034 -4.233 3.031
H -1.303 -1.575 3.365
H 0.326 -2.218 3.677

=====

No. 3
13
Properties=species:S:1:pos:R:3 method="wB97M-V/def2-TZVPD" homo_lumo_gap_ev="8.54 / 8.44" de_lowest_kcal_mol=134.1 total_charge=0 lumo_ev="-0.86 / -0.84" total_energy_ev=-6782.6971 e_homo_ev="-9.40 / -9.27"
N 2.537 -0.439 1.388
C 1.865 -0.133 0.497
C 1.120 0.278 -0.703
C -0.251 0.859 -0.460
C -0.680 -1.146 1.692
C -1.297 0.596 -1.238
H 1.050 -0.583 -1.376
H 1.743 1.027 -1.209
H -0.336 1.574 0.356
H -1.203 -0.809 2.616
H -1.061 -2.186 1.578
H -1.233 -0.120 -2.055
H -2.256 1.081 -1.086

=====

No. 4
147
Properties=species:S:1:pos:R:3 method="wB97M-V/def2-TZVPD" homo_lumo_gap_ev=8.43 de_lowest_kcal_mol=454.2 total_charge=+1 lumo_ev=-2.52 total_energy_ev=-111595.8721 e_homo_ev=-10.95
C 5.533 1.703 0.757
C 4.933 2.003 -0.774
O 3.567 2.549 -0.742
P 2.566 1.846 -2.013
O 3.523 1.795 -3.310
C 1.993 0.038 -1.565
C 1.047 0.089 -0.187
N -0.019 -0.993 -0.156
C 0.491 -2.386 0.123
O 1.930 -2.482 0.427
C 2.460 -3.836 0.216
C 3.619 -3.969 -0.934
C 3.355 -3.043 -2.281
C 5.172 -3.811 -0.339
C 6.315 -3.855 -1.538
C 5.348 -2.567 0.713
C -0.319 -3.196 1.311
O -1.748 -3.124 0.974
C -2.278 -1.756 1.034
C -3.047 -1.596 2.511
O -2.271 -2.136 3.635
O -2.919 -3.213 4.022
C -3.532 -1.713 -0.074
C -3.040 -1.862 -1.627
C -2.955 -0.463 -2.530
C -2.526 -0.478 -4.115
C -2.146 -1.885 -4.910
C -2.219 -3.266 -4.025
C -2.662 -3.250 -2.413
C -2.746 -4.698 -1.650
C -1.201 -0.565 0.723
P -0.653 0.431 2.292
N 0.390 -0.362 3.240
O 1.240 2.942 -2.280
C 0.115 2.280 -2.965
C 0.503 1.601 -4.409
H 4.689 1.651 1.569
H 6.299 2.539 1.108
H 6.150 0.686 0.800
H 5.721 2.758 -1.257
H 5.052 0.992 -1.353
H 1.470 -0.507 -2.458
H 2.998 -0.497 -1.205
H 1.761 0.103 0.739
H 0.543 1.171 -0.227
H -0.421 -1.017 -1.141
H 0.329 -3.035 -0.866
H 2.967 -4.165 1.245
H 1.647 -4.654 -0.023
H 3.569 -5.097 -1.322
H 2.256 -2.631 -2.337
H 3.615 -3.658 -3.249
H 4.109 -2.132 -2.198
H 5.348 -4.808 0.294
H 7.397 -3.671 -1.101
H 6.345 -4.949 -2.009
H 6.144 -3.068 -2.387
H 6.484 -2.599 1.076
H 5.089 -1.521 0.257
H 4.716 -2.839 1.681
H -0.046 -4.358 1.319
H -0.076 -2.818 2.402
H -4.016 -2.285 2.413
H -3.464 -0.503 2.682
H -2.376 -3.662 4.734
H -4.195 -2.666 0.202
H -4.137 -0.724 0.081
H -3.247 0.553 -2.025
H -2.504 0.511 -4.751
H -1.867 -1.917 -6.048
H -1.987 -4.307 -4.559
H -3.820 -4.841 -1.174
H -2.672 -5.531 -2.501
H -1.865 -4.925 -0.911
H -1.786 0.237 0.059
H -1.781 0.807 3.134
H -0.063 1.680 1.814
H 1.281 0.206 3.255
H -0.682 3.136 -3.190
H -0.353 1.501 -2.217
H -0.482 1.296 -4.963
H 1.154 0.609 -4.316
H 1.085 2.330 -5.146
C 2.628 -8.288 -0.605
O 2.916 -7.287 0.032
N 1.371 -8.763 -0.684
N 3.540 -9.006 -1.284
H 1.114 -9.585 -1.203
H 0.654 -8.252 -0.186
H 4.498 -8.683 -1.251
H 3.322 -9.832 -1.815
C -0.329 -6.976 4.499
O -0.646 -7.383 3.393
N -1.232 -6.654 5.442
N 0.953 -6.812 4.873
H -0.991 -6.317 6.359
H -2.209 -6.763 5.201
H 1.664 -7.042 4.193
H 1.234 -6.477 5.780
C 4.171 2.333 4.756
O 3.854 1.926 3.650
N 3.268 2.655 5.700
N 5.453 2.497 5.131
H 3.509 2.992 6.616
H 2.291 2.546 5.459
H 6.164 2.267 4.450
H 5.734 2.832 6.037
C -2.754 6.386 -1.986
O -3.838 6.783 -2.382
N -1.925 7.148 -1.250
N -2.291 5.151 -2.250
H -1.028 6.839 -0.915
H -2.235 8.086 -1.029
H -2.885 4.545 -2.801
H -1.401 4.806 -1.932
C -6.988 -0.321 -3.889
O -6.737 -1.392 -3.358
N -8.229 0.025 -4.277
N -6.047 0.608 -4.133
H -8.455 0.901 -4.716
H -8.967 -0.647 -4.111
H -5.099 0.387 -3.856
H -6.234 1.495 -4.569
C -6.463 6.574 -5.544
O -6.452 5.371 -5.335
N -7.387 7.170 -6.320
N -5.551 7.412 -5.018
H -7.412 8.158 -6.503
H -8.092 6.575 -6.735
H -4.838 7.005 -4.428
H -5.544 8.405 -5.178
C -2.135 6.800 2.835
O -1.113 7.467 2.779
N -2.617 6.118 1.781
N -2.870 6.689 3.956
H -3.456 5.564 1.808
H -2.093 6.175 0.917
H -2.541 7.187 4.773
H -3.713 6.145 4.022
C 2.782 6.477 6.834
O 3.372 5.744 7.612
N 2.206 6.027 5.705
N 2.657 7.802 7.035
H 1.716 6.615 5.052
H 2.277 5.035 5.516
H 3.076 8.182 7.873
H 2.175 8.421 6.406

=====

No. 5
23
Properties=species:S:1:pos:R:3 method="wB97M-V/def2-TZVPD" homo_lumo_gap_ev=10.31 de_lowest_kcal_mol=49.0 total_charge=0 lumo_ev=0.75 smiles="CS(=O)(=O)[C@@]12[C@@H]3[C@H]1CCC[C@@H]32" total_energy_ev=-23417.1821 e_homo_ev=-9.56
C 0.613 2.106 0.334
C -0.877 1.969 0.051
C 0.967 1.134 1.501
C -1.308 0.465 0.185
C 0.478 -0.281 1.307
C -1.004 -0.429 1.293
C -0.158 -0.559 0.048
C 0.788 -1.922 -2.313
O -1.651 -2.423 -1.150
O 0.489 -3.024 0.124
S -0.274 -2.095 -0.765
H 1.234 2.018 -0.566
H 0.775 3.171 0.531
H -1.359 2.561 0.755
H -1.246 2.360 -0.984
H 2.034 1.146 1.694
H 0.502 1.661 2.277
H -2.316 0.294 -0.277
H 1.164 -1.048 1.784
H -1.562 -1.229 1.892
H 0.184 -2.379 -3.030
H 0.861 -0.929 -2.711
H 1.666 -2.566 -1.980

=====

No. 6
50
Properties=species:S:1:pos:R:3 method="wB97M-V/def2-TZVPD" homo_lumo_gap_ev=7.56 total_charge=+1 lumo_ev=-3.44 total_energy_ev=-54095.9904 e_homo_ev=-11.01
C -5.450 0.121 3.754
C -5.460 0.756 2.567
C -4.326 0.664 1.557
C -2.999 0.844 2.271
C -2.753 2.170 3.017
C -1.289 2.097 3.266
N -0.734 1.353 2.391
C -1.693 0.735 1.465
H -5.035 -0.880 3.833
H -5.817 0.598 4.653
H -6.318 1.350 2.269
H -4.302 -0.307 1.055
H -4.428 1.453 0.814
H -2.861 0.083 3.042
H -3.414 2.404 3.842
H -2.820 3.039 2.341
H -0.756 2.616 4.050
H 0.262 1.158 2.334
H -1.656 1.028 0.418
H -1.409 -0.321 1.436
C 4.753 1.361 1.658
S 3.209 0.558 2.073
O 2.332 1.571 2.773
C 3.883 -0.525 3.334
H 4.549 2.116 0.903
H 5.174 1.831 2.547
H 5.440 0.617 1.256
H 4.362 0.069 4.113
H 4.601 -1.201 2.873
H 3.064 -1.099 3.763
C 0.920 -2.084 -2.324
S 1.250 -1.487 -0.671
O 2.727 -1.465 -0.494
C 0.636 -2.944 0.193
H 1.264 -1.339 -3.033
H 1.454 -3.022 -2.483
H -0.152 -2.229 -2.452
H 1.188 -3.823 -0.137
H -0.428 -3.065 -0.014
H 0.787 -2.797 1.261
C 1.968 0.865 -6.171
S 0.341 0.107 -6.094
O 0.237 -0.566 -4.765
C 0.668 -1.177 -7.306
H 1.994 1.677 -5.448
H 2.729 0.125 -5.922
H 2.133 1.261 -7.172
H 1.517 -1.779 -6.981
H 0.874 -0.716 -8.271
H -0.219 -1.801 -7.381